{
  "formula": "C39H41N6O2P2STi",
  "method": "the ωB97M-V functional and the def2-TZVPD basis",
  "elements": ["Ti", "N", "C", "S", "N", "N", "C", "C", "C", "C", "C", "C", "C", "O", "H", "H", "H", "H", "H", "H", "H", "N", "C", "O", "C", "C", "H", "H", "H", "H", "H", "H", "C", "N", "C", "C", "N", "H", "H", "H", "H", "H", "H", "C", "P", "C", "C", "C", "C", "C", "C", "C", "C", "C", "C", "C", "C", "P", "C", "C", "C", "C", "C", "C", "C", "C", "C", "C", "C", "C", "H", "H", "H", "H", "H", "H", "H", "H", "H", "H", "H", "H", "H", "H", "H", "H", "H", "H", "H", "H", "H", "H"],
  "xyz": [[0.012, 0.276, 2.729], [-3.257, -0.021, 5.811], [-2.181, -0.077, 4.906], [-2.330, 0.929, 3.459], [-1.201, -0.833, 5.249], [-0.091, -0.835, 4.396], [0.960, -1.547, 4.840], [2.181, -1.768, 4.143], [3.187, -2.562, 4.764], [4.379, -2.885, 4.144], [4.650, -2.411, 2.858], [3.698, -1.598, 2.225], [2.491, -1.268, 2.815], [1.630, -0.496, 2.144], [-4.117, 0.276, 5.382], [-3.330, -0.836, 6.400], [0.858, -1.983, 5.833], [2.994, -2.916, 5.772], [5.105, -3.501, 4.663], [5.587, -2.642, 2.366], [3.893, -1.193, 1.236], [0.393, 4.001, 1.017], [0.564, 2.833, 1.663], [-0.206, 1.893, 1.418], [1.642, 2.708, 2.705], [1.081, 1.818, 3.835], [-0.280, 4.042, 0.268], [1.088, 4.721, 1.092], [1.971, 3.710, 3.022], [2.497, 2.196, 2.252], [0.377, 2.408, 4.432], [1.892, 1.492, 4.490], [1.089, -4.329, 2.646], [-0.294, -3.866, 2.769], [-1.102, -4.416, 3.851], [-0.655, -2.716, 2.247], [-0.963, -1.699, 1.791], [1.107, -5.307, 2.160], [1.541, -4.396, 3.636], [1.667, -3.620, 2.059], [-1.169, -5.499, 3.733], [-2.099, -3.986, 3.813], [-0.654, -4.179, 4.819], [0.250, 0.421, -2.590], [-0.058, -0.064, -0.774], [-1.871, 0.309, -0.713], [-2.255, 1.625, -0.954], [-3.586, 2.013, -0.936], [-4.572, 1.080, -0.646], [-4.205, -0.226, -0.358], [-2.869, -0.607, -0.381], [0.030, -1.865, -1.170], [-0.921, -2.615, -1.856], [-0.722, -3.973, -2.080], [0.443, -4.591, -1.644], [1.418, -3.843, -1.004], [1.206, -2.489, -0.760], [0.962, 2.056, -3.031], [1.218, 1.808, -4.852], [1.049, 0.608, -5.529], [1.226, 0.538, -6.912], [1.574, 1.666, -7.632], [1.752, 2.873, -6.965], [1.577, 2.938, -5.592], [-0.465, 3.219, -3.220], [-1.541, 2.976, -4.068], [-2.469, 3.969, -4.339], [-2.327, 5.231, -3.773], [-1.265, 5.488, -2.925], [-0.335, 4.480, -2.656], [-0.633, 0.185, -3.191], [1.055, -0.262, -2.876], [-1.496, 2.365, -1.158], [-3.849, 3.043, -1.149], [-5.613, 1.376, -0.617], [-4.961, -0.958, -0.102], [-2.604, -1.621, -0.121], [-1.826, -2.143, -2.219], [-1.478, -4.546, -2.605], [0.587, -5.653, -1.807], [2.342, -4.308, -0.681], [1.952, -1.908, -0.224], [0.778, -0.293, -4.994], [1.086, -0.409, -7.419], [1.706, 1.610, -8.705], [2.023, 3.765, -7.517], [1.702, 3.887, -5.081], [-1.651, 2.000, -4.529], [-3.302, 3.763, -5.000], [-3.038, 6.014, -4.005], [-1.146, 6.468, -2.480], [0.514, 4.680, -2.010]],
  "mulliken_spin": [1.099, 0.015, 0.073, -0.016, -0.039, 0.204, 0.276, 0.020, 0.159, -0.139, 0.266, -0.102, 0.148, -0.027, 0.001, 0.001, 0.021, 0.007, -0.007, 0.027, -0.013, 0.000, 0.033, -0.047, -0.014, -0.020, 0.000, 0.000, -0.001, 0.003, 0.007, 0.002, -0.003, 0.000, 0.017, 0.006, 0.010, 0.001, 0.007, 0.005, 0.000, -0.002, -0.010, 0.005, 0.022, -0.013, 0.005, 0.000, 0.001, 0.003, 0.017, -0.010, 0.000, 0.000, -0.002, 0.000, 0.012, 0.000, 0.000, 0.000, 0.000, 0.000, 0.000, 0.000, 0.000, 0.000, 0.000, 0.000, 0.000, 0.000, -0.001, 0.001, -0.003, 0.000, 0.000, 0.000, -0.003, 0.000, 0.000, 0.000, 0.003, -0.006, 0.000, 0.000, 0.000, 0.000, 0.000, 0.000, 0.000, 0.000, 0.000, 0.000],
  "total_charge": -1,
  "s2": 2.0325,
  "multiplicity": 3,
  "orbital_gap_ev": [3.7, 5.8],
  "mol_weight_g_mol": 767.68,
  "e_tot_ha": -3920.220588,
  "e_above_lowest_ev": 0.0000
}

***

{
  "formula": "C4H8N2O",
  "method": "the ωB97M-V functional and the def2-TZVPD basis",
  "elements": ["C", "N", "C", "C", "C", "N", "O", "H", "H", "H", "H", "H", "H", "H", "H"],
  "xyz": [[-1.324, 1.498, -0.487], [-0.041, 0.983, -0.080], [0.078, -0.264, 0.129], [-1.023, -1.286, 0.181], [1.510, -0.756, 0.278], [2.410, 0.250, 0.306], [1.778, -1.947, 0.314], [-1.410, 1.275, -1.557], [-2.182, 1.048, 0.026], [-1.338, 2.580, -0.355], [-1.727, -1.185, -0.652], [-0.597, -2.290, 0.180], [-1.595, -1.146, 1.107], [2.070, 1.198, 0.229], [3.390, 0.042, 0.381]],
  "lowdin_charge": [-0.119, 0.017, -0.275, -0.025, -0.494, 0.157, 0.047, 0.094, 0.076, 0.073, 0.082, 0.075, 0.095, 0.087, 0.111],
  "smiles": "C/N=C(\\C)C(N)=O",
  "total_charge": 0,
  "orbital_gap_ev": 10.3,
  "mol_weight_g_mol": 100.12,
  "e_tot_ha": -341.973877,
  "e_above_lowest_ev": 0.8100
}

***

{
  "formula": "C30H33FN4O5RuSeSi",
  "method": "the ωB97M-V functional and the def2-TZVPD basis",
  "elements": ["Ru", "O", "C", "O", "C", "C", "C", "C", "C", "C", "C", "C", "C", "N", "H", "H", "H", "H", "H", "H", "F", "C", "C", "C", "C", "O", "C", "C", "N", "C", "C", "C", "C", "C", "C", "N", "C", "C", "N", "C", "C", "C", "O", "O", "H", "H", "H", "H", "H", "H", "H", "H", "H", "H", "H", "H", "H", "H", "H", "H", "H", "H", "C", "Si", "C", "C", "Se", "H", "H", "H", "H", "H", "H", "H", "H", "H"],
  "xyz": [[2.505, -1.896, 0.755], [6.348, -2.359, 0.147], [5.231, -2.620, 0.525], [4.484, -1.911, 1.324], [4.529, -3.871, 0.113], [5.141, -5.129, 0.227], [4.366, -6.239, 0.116], [2.984, -6.109, -0.150], [2.101, -7.215, -0.183], [0.777, -7.033, -0.446], [0.285, -5.741, -0.735], [1.113, -4.659, -0.707], [2.466, -4.817, -0.357], [3.263, -3.701, -0.187], [6.200, -5.174, 0.440], [4.790, -7.229, 0.238], [2.497, -8.203, 0.022], [0.096, -7.873, -0.435], [-0.764, -5.611, -0.965], [0.755, -3.662, -0.929], [-0.221, 3.769, -0.688], [-0.951, 2.651, -0.452], [-0.289, 1.462, -0.399], [-0.981, 0.293, -0.093], [-0.275, -0.975, 0.047], [0.830, -1.162, -0.490], [-0.959, -1.966, 0.814], [-2.303, -1.870, 0.940], [-3.028, -0.813, 0.481], [-4.467, -0.922, 0.394], [-5.049, -2.082, -0.349], [-5.081, -0.715, -0.960], [-2.362, 0.348, 0.116], [-3.031, 1.569, -0.018], [-2.343, 2.748, -0.267], [-3.058, 3.966, -0.376], [-2.401, 5.237, -0.686], [-3.494, 6.258, -1.047], [-4.666, 5.487, -1.586], [-5.343, 4.728, -0.472], [-4.237, 4.197, 0.445], [-0.207, -3.071, 1.503], [-0.773, -4.119, 1.734], [1.001, -2.744, 1.855], [0.786, 1.421, -0.552], [-2.859, -2.669, 1.416], [-5.000, -0.560, 1.266], [-5.978, -2.491, 0.021], [-4.370, -2.817, -0.759], [-6.030, -0.199, -1.028], [-4.402, -0.514, -1.777], [-4.107, 1.578, 0.082], [-1.737, 5.101, -1.533], [-1.811, 5.629, 0.147], [-3.144, 6.961, -1.798], [-3.850, 6.820, -0.187], [-4.294, 4.796, -2.241], [-5.326, 6.085, -2.081], [-5.923, 3.926, -0.923], [-6.016, 5.404, 0.053], [-4.570, 3.295, 0.944], [-4.012, 4.930, 1.227], [4.058, 3.078, -0.820], [4.635, 2.065, 0.618], [4.395, 2.881, 2.259], [6.289, 1.304, 0.346], [3.059, 0.380, 0.747], [4.799, 3.835, -1.096], [3.118, 3.586, -0.589], [3.894, 2.428, -1.681], [5.007, 3.781, 2.366], [4.665, 2.181, 3.050], [3.346, 3.152, 2.397], [7.076, 2.065, 0.333], [6.312, 0.769, -0.605], [6.511, 0.583, 1.134]],
  "mulliken_spin": [0.899, 0.008, -0.004, 0.001, -0.003, -0.004, 0.002, 0.003, 0.001, -0.001, 0.002, 0.004, -0.009, -0.008, 0.000, 0.000, 0.000, 0.000, 0.000, -0.001, 0.000, -0.002, 0.004, -0.004, -0.004, -0.004, 0.011, -0.006, 0.000, 0.000, 0.000, 0.000, 0.002, 0.001, -0.001, 0.000, 0.000, 0.000, 0.000, 0.000, 0.000, 0.006, 0.000, 0.056, -0.002, -0.001, 0.000, 0.000, 0.000, 0.000, 0.000, 0.000, 0.000, 0.000, 0.000, 0.000, 0.000, 0.000, 0.000, 0.000, 0.000, 0.000, -0.001, 0.004, 0.003, 0.000, 0.049, 0.000, 0.000, 0.000, 0.001, 0.000, 0.000, 0.000, 0.000, 0.000],
  "total_charge": 1,
  "s2": 0.7685,
  "multiplicity": 2,
  "orbital_gap_ev": [5.8, 5.7],
  "mol_weight_g_mol": 756.73,
  "e_tot_ha": -4643.670648,
  "e_above_lowest_ev": 2.8361
}

***

{
  "formula": "C27H34GeOPPd",
  "method": "the ωB97M-V functional and the def2-TZVPD basis",
  "elements": ["Pd", "O", "C", "C", "C", "C", "C", "C", "C", "P", "C", "C", "C", "C", "C", "C", "C", "C", "C", "C", "C", "C", "H", "H", "H", "H", "H", "H", "H", "H", "H", "H", "H", "H", "H", "H", "C", "C", "C", "C", "Ge", "C", "C", "C", "C", "H", "H", "H", "H", "H", "H", "H", "H", "H", "H", "H", "H", "H", "H", "H", "H", "H", "H", "H", "H"],
  "xyz": [[-0.782, 1.696, 0.898], [-0.779, 3.084, -0.428], [-1.181, 2.178, -1.062], [-1.656, 1.090, -1.869], [-1.804, 1.314, -3.247], [-2.259, 0.297, -4.082], [-2.570, -0.946, -3.543], [-2.425, -1.176, -2.171], [-1.965, -0.167, -1.304], [-1.759, -0.426, 0.503], [-2.166, -2.181, 0.775], [-1.192, -3.142, 0.443], [-1.430, -4.508, 0.623], [-2.643, -4.940, 1.148], [-3.612, -4.006, 1.502], [-3.372, -2.639, 1.323], [-3.189, 0.492, 1.169], [-3.045, 1.134, 2.410], [-4.095, 1.870, 2.965], [-5.307, 1.977, 2.288], [-5.470, 1.348, 1.057], [-4.419, 0.612, 0.501], [-1.563, 2.286, -3.675], [-2.372, 0.474, -5.149], [-2.928, -1.745, -4.189], [-2.692, -2.162, -1.800], [-0.231, -2.835, 0.034], [-0.664, -5.232, 0.354], [-2.830, -6.001, 1.291], [-4.557, -4.337, 1.924], [-4.154, -1.949, 1.628], [-2.106, 1.075, 2.956], [-3.961, 2.365, 3.923], [-6.121, 2.554, 2.718], [-6.414, 1.431, 0.525], [-4.585, 0.128, -0.458], [5.305, 0.394, 1.849], [4.497, -0.673, 1.109], [3.176, -1.016, 1.810], [2.168, 0.139, 1.931], [1.478, 0.784, 0.213], [2.267, 2.405, -0.561], [3.647, 2.205, -1.195], [3.616, 1.234, -2.385], [5.002, 1.085, -3.006], [6.261, 0.569, 1.313], [5.533, 0.055, 2.882], [4.754, 1.355, 1.895], [5.113, -1.597, 1.063], [4.302, -0.356, 0.068], [3.409, -1.384, 2.833], [2.689, -1.847, 1.255], [2.569, 0.987, 2.522], [1.290, -0.260, 2.482], [1.189, -0.357, -0.794], [2.345, 3.161, 0.248], [1.568, 2.796, -1.331], [4.361, 1.855, -0.426], [4.003, 3.195, -1.556], [2.914, 1.616, -3.158], [3.270, 0.231, -2.059], [5.369, 2.068, -3.371], [4.951, 0.382, -3.864], [5.717, 0.682, -2.257], [-0.465, 1.277, 2.506]],
  "mulliken_spin": [0.605, 0.179, 0.510, -0.131, 0.212, 0.002, 0.140, -0.043, 0.189, 0.227, 0.111, 0.213, 0.210, 0.011, 0.250, 0.215, 0.199, 0.160, -0.038, 0.126, 0.117, -0.099, 0.008, 0.002, 0.005, 0.028, 0.054, -0.004, 0.009, -0.006, 0.043, 0.038, 0.001, -0.001, 0.002, 0.001, 0.000, 0.004, 0.020, 0.041, -0.097, 0.057, 0.003, -0.002, 0.000, 0.000, 0.000, 0.000, 0.001, -0.007, 0.003, 0.000, 0.013, -0.013, 0.004, 0.011, -0.002, 0.001, 0.008, 0.001, 0.001, 0.001, 0.000, 0.000, 0.405],
  "total_charge": 3,
  "s2": 6.0665,
  "multiplicity": 5,
  "orbital_gap_ev": [5.5, 4.0],
  "mol_weight_g_mol": 584.57,
  "e_tot_ha": -3669.272884
}